1.
Entry from the OMol25 dataset: 8 unconnected molecules or ions with the total composition H16O8 (ωB97M-V with the def2-TZVPD basis set).

```
24
Properties=species:S:1:pos:R:3:forces:R:3
O 1.9042 -2.2768 -0.8939 0.026 1.188 -0.705
H 2.5352 -2.2748 -0.1699 -0.239 -0.597 0.134
H 1.3052 -3.0148 -0.8859 0.162 -0.743 0.562
O -0.9798 -0.0928 3.3781 5.874 0.681 0.815
H -1.6618 -0.0058 2.7961 -2.979 0.361 -2.665
H -0.1188 0.1772 2.8311 -3.027 -0.925 1.773
O -0.9608 -0.2208 -2.4539 2.996 -0.826 -1.639
H -1.3638 -1.1168 -2.5209 0.677 0.859 -0.317
H -0.0408 -0.1868 -2.9969 -3.448 -0.652 1.680
O 0.6222 -2.5488 2.6621 -3.645 -3.369 -0.722
H -0.0478 -2.1668 2.0761 0.140 -0.033 0.393
H 1.2812 -1.9538 2.6901 3.623 3.286 0.291
O -1.6668 2.3472 -2.0129 -2.075 -0.410 -5.053
H -1.4548 1.4412 -2.2229 -0.116 -0.153 0.179
H -1.3568 2.5452 -1.2079 1.907 1.024 4.914
O -0.8398 2.4962 0.7901 0.413 -1.644 1.684
H -0.0828 1.8792 0.9741 -0.638 1.024 -0.781
H -1.4278 2.1802 1.5181 0.176 0.758 -0.876
O 0.1122 -0.3328 0.1891 -3.640 4.936 1.700
H 0.5472 -1.0048 -0.1429 4.748 -6.106 -1.560
H -0.3308 -0.2028 -0.6649 -1.158 1.139 0.149
O 1.5772 1.7972 -1.1399 0.588 1.336 -1.602
H 1.1572 1.4652 -1.9319 0.044 0.998 -1.210
H 1.2922 1.0692 -0.6609 -0.409 -2.131 2.859
```
Positions in Å, forces in eV/Å.

Values from the calculation:
highest occupied orbital energy	-10.58	eV
E	-16637.9927	eV
gap between HOMO and LUMO	10.051	eV
energy above the lowest of the compared OMol25 structures with the same formula, charge and spin	387.67	kJ/mol
structure (SMILES)	O.O.O.O.O.O.O.O
LUMO energy	-0.0193	Ha



2.
Entry from the OMol25 dataset: a molecular structure, C14H16Cl3F9O2Pt (ωB97M-V with the def2-TZVPD basis set).

```
45
Properties=species:S:1:pos:R:3:forces:R:3
C 2.0786 -1.1087 -1.3600 -0.066 0.766 -0.365
C 2.3452 0.2643 -1.5984 -0.462 -0.145 -0.199
C 1.2146 0.8831 -2.1191 -0.030 -1.069 0.096
C 3.6544 0.9339 -1.3762 0.130 0.093 0.150
C 0.1355 -0.1167 -2.2370 1.543 -1.495 0.146
C 0.7289 -1.3863 -1.7568 -0.950 1.718 -0.707
C 0.2092 -2.7322 -2.0708 0.165 -0.596 -0.182
C 3.1081 -2.0955 -0.9492 0.193 -0.452 -0.033
C 1.1198 2.2812 -2.5780 0.090 0.575 -0.168
C -0.9625 -0.0680 -3.2338 -0.105 0.147 -0.391
Pt -0.9081 -0.3972 -0.4357 1.050 1.079 1.815
Cl 2.3319 1.5273 1.8273 2.322 4.369 0.943
Cl 1.4002 -0.3207 1.3956 -2.212 -4.171 -0.812
Cl -1.6200 1.8126 -0.5429 -0.392 0.846 -0.732
H 4.2208 0.4637 -0.5592 -0.246 0.343 -0.098
H 3.5055 2.0040 -1.1759 0.207 -0.347 0.176
H 4.2554 0.8462 -2.2842 0.235 0.056 -0.138
H 1.6826 2.9441 -1.9015 -0.270 -0.082 -0.216
H 0.0805 2.6278 -2.6434 0.292 -0.100 0.151
H 1.5746 2.3653 -3.5825 -0.083 0.109 0.178
H -1.4303 0.9210 -3.2205 -0.070 -0.204 -0.082
H -1.7190 -0.8286 -3.0049 0.041 0.228 -0.127
H -0.5555 -0.2836 -4.2187 -0.057 0.042 -0.511
H -0.8630 -2.7166 -2.2967 0.303 -0.148 0.174
H 0.3949 -3.3899 -1.2207 -0.350 -0.091 -0.003
H 0.7484 -3.1651 -2.9212 0.001 -0.013 -0.217
H 3.7066 -1.7674 -0.0887 -0.252 0.065 -0.170
H 3.7969 -2.2446 -1.7972 0.041 -0.039 0.160
H 2.6871 -3.0810 -0.7083 -0.026 0.301 -0.003
O -1.3430 -2.1875 0.1189 -0.208 -1.941 1.714
H -1.2974 -2.1609 1.1170 -0.497 0.232 -1.308
F -0.5218 -0.6146 4.2871 -0.165 0.892 0.529
C -1.1637 0.5679 4.2032 -0.995 -0.012 -1.841
F -1.8065 0.8177 5.3878 0.864 -0.228 -0.208
F -0.2596 1.5550 3.9796 -0.467 -0.899 0.744
C -2.2201 0.4848 2.9271 -1.119 0.034 1.673
O -1.7798 -0.2266 1.9625 0.312 0.323 -0.521
C -3.5841 -0.3038 3.4621 1.481 1.131 -0.472
F -4.2726 0.3339 4.4482 -0.263 -0.489 -0.221
F -4.4255 -0.4848 2.4178 0.162 -0.137 0.789
F -3.2263 -1.5280 3.9269 -0.522 0.455 -0.066
C -2.6637 2.0541 2.6594 1.223 -1.620 -0.183
F -2.9328 2.7090 3.8290 -0.136 0.019 -0.596
F -1.6589 2.7091 2.0475 -0.975 0.037 0.780
F -3.7655 2.1023 1.8844 0.263 0.415 0.352
```
Positions in Å, forces in eV/Å.

Values from the calculation:
highest occupied orbital energy (spin up / spin down)	0.21 / -1.84	eV
E	-84142.2443	eV
gap between HOMO and LUMO (spin up / spin down)	4.331 / 6.279	eV
2S+1	5
total charge	-2
LUMO energy (spin up / spin down)	0.1670 / 0.1630	Ha



3.
Entry from the OMol25 dataset: 4 unconnected molecules or ions with the total composition C24H51BrI2NO4 (ωB97M-V with the def2-TZVPD basis set).

```
83
Properties=species:S:1:pos:R:3:forces:R:3
C 6.5605 -1.1314 -1.0951 0.032 0.021 0.036
C 5.7868 0.0192 -1.7499 -0.223 -0.032 -0.173
I 6.7856 1.8323 -1.1308 -0.007 0.185 0.009
C 4.2779 -0.0045 -1.4494 0.079 -0.047 0.192
I 3.6789 -1.9726 -2.1795 0.088 -0.192 -0.085
C 3.3060 1.0804 -1.9891 0.115 -0.042 0.059
Br 3.8975 1.5138 -3.8349 0.010 0.013 -0.022
C 1.8383 0.6810 -2.1373 -0.137 -0.099 -0.131
C 1.0087 0.5664 -0.8483 0.191 0.008 0.290
C -0.4445 0.3719 -1.2584 -0.034 -0.031 -0.136
C 1.3742 -0.6057 0.0703 -0.015 0.106 0.038
N 1.1338 1.8785 -0.1229 0.018 -0.083 -0.246
O 0.2142 2.7187 -0.3834 -0.140 0.204 0.098
C 2.4939 2.4609 0.1148 -0.061 -0.273 0.030
C 2.3325 3.9341 0.4726 0.059 0.081 -0.068
C 3.2078 1.7736 1.3010 0.067 0.121 0.000
C 3.2744 2.4098 -1.2144 0.213 0.102 -0.049
H 6.6027 -1.9820 -1.7714 -0.075 -0.082 0.077
H 7.5826 -0.8423 -0.8620 -0.029 0.012 -0.072
H 6.0845 -1.4420 -0.1644 0.008 -0.022 0.020
H 5.9118 -0.0003 -2.8300 0.145 0.148 0.071
H 4.1573 -0.0706 -0.3685 -0.078 -0.071 -0.074
H 1.3719 1.4800 -2.7188 0.011 -0.016 0.008
H 1.7331 -0.2325 -2.7175 -0.041 0.038 -0.031
H -0.7525 1.0934 -2.0124 -0.022 0.011 0.050
H -0.5488 -0.6340 -1.6685 0.021 -0.002 -0.068
H -1.1068 0.4492 -0.4037 -0.098 0.011 0.176
H 0.7836 -0.5319 0.9854 -0.039 -0.034 -0.012
H 1.1308 -1.5434 -0.4283 -0.035 0.035 0.021
H 2.4239 -0.6577 0.3399 -0.020 0.001 0.043
H 1.6364 4.0423 1.3024 0.002 0.034 0.010
H 1.9748 4.5235 -0.3686 -0.094 -0.011 0.048
H 3.3079 4.3200 0.7762 -0.005 -0.025 -0.005
H 4.2386 1.5131 1.0561 -0.007 0.001 0.003
H 3.2546 2.4618 2.1466 -0.036 -0.042 -0.032
H 2.6906 0.8909 1.6512 -0.049 -0.153 -0.008
H 2.7887 3.1196 -1.8873 -0.006 -0.017 0.026
H 4.2696 2.7889 -1.0231 0.114 0.067 -0.046
C -4.2690 -1.7940 2.2000 -0.005 0.078 -0.001
C -2.7607 -1.6392 2.1223 0.012 -0.074 -0.019
O -2.3244 -0.3378 1.7811 0.108 0.017 -0.182
C -2.6642 0.7112 2.6693 0.080 0.122 0.061
C -2.0872 0.5432 4.0642 -0.017 -0.065 0.001
H -4.7324 -1.4872 1.2616 -0.004 0.004 -0.002
H -4.5203 -2.8383 2.3885 0.004 -0.015 -0.013
H -4.7024 -1.1977 3.0039 0.013 -0.011 0.020
H -2.3670 -2.2682 1.3232 -0.042 -0.072 0.034
H -2.2911 -1.9769 3.0537 -0.019 0.030 0.019
H -3.7467 0.8670 2.7074 -0.023 -0.084 -0.007
H -2.2414 1.6005 2.2034 -0.037 0.056 0.030
H -2.5020 -0.3224 4.5829 -0.025 0.014 0.005
H -2.3152 1.4261 4.6623 0.010 0.017 0.004
H -1.0030 0.4253 4.0200 -0.002 0.005 -0.005
C -2.4797 4.4933 -0.5932 -0.085 0.070 0.001
C -2.9749 3.0786 -0.3617 0.032 -0.060 0.012
O -4.1559 2.9954 0.4247 0.082 -0.048 -0.013
C -5.3018 3.6057 -0.1323 -0.085 0.056 0.016
C -5.7100 3.0439 -1.4838 0.014 -0.020 -0.008
H -2.3093 4.9971 0.3596 0.001 0.002 0.000
H -1.5363 4.4592 -1.1364 0.029 -0.014 0.014
H -3.1852 5.0917 -1.1738 0.018 -0.028 -0.016
H -2.2249 2.5204 0.1918 0.040 -0.015 0.005
H -3.1103 2.5564 -1.3165 -0.020 0.031 0.020
H -5.1696 4.6929 -0.1986 0.020 -0.022 -0.019
H -6.0924 3.4241 0.5966 -0.027 0.025 -0.008
H -4.9567 3.2313 -2.2497 -0.029 0.030 -0.003
H -6.6386 3.5122 -1.8128 -0.017 -0.005 0.013
H -5.8688 1.9667 -1.4176 0.003 -0.006 -0.005
C 0.7085 -6.9652 0.2440 0.015 0.043 0.012
C -0.7361 -6.5109 0.3621 -0.021 -0.070 0.002
O -0.8899 -5.1857 0.8368 -0.029 0.029 0.025
C -0.3008 -4.1721 0.0447 0.045 0.117 -0.009
C -0.8426 -4.0889 -1.3721 -0.035 -0.055 0.022
H 1.2217 -6.8622 1.2008 0.006 0.003 0.000
H 0.7404 -8.0134 -0.0550 -0.005 -0.016 0.012
H 1.2603 -6.3936 -0.5034 -0.013 -0.015 -0.019
H -1.2584 -7.1251 1.0957 -0.001 -0.022 -0.012
H -1.2555 -6.6428 -0.5941 0.015 0.027 -0.008
H 0.7915 -4.2733 0.0305 -0.003 -0.038 -0.016
H -0.5238 -3.2453 0.5740 0.040 0.011 0.009
H -0.6165 -4.9827 -1.9548 0.032 0.013 -0.010
H -0.3940 -3.2381 -1.8876 0.008 0.025 -0.005
H -1.9251 -3.9538 -1.3602 -0.004 0.006 -0.007
```
Positions in Å, forces in eV/Å.

Values from the calculation:
highest occupied orbital energy (spin up / spin down)	-8.14 / -9.30	eV
E	-121636.3907	eV
gap between HOMO and LUMO (spin up / spin down)	8.046 / 9.201	eV
2S+1	2
LUMO energy (spin up / spin down)	-0.0036 / -0.0036	Ha